# 1
Computed, not measured: C16H11N3O4PdS4 as an isolated structure in a non-equilibrium geometry, with wB97M-V/def2-TZVPD.

The geometry in XYZ format:
```
39
Properties=species:S:1:pos:R:3
Pd -0.061 0.290 0.419
S 2.490 0.263 0.569
C 2.670 1.909 0.060
C 3.935 2.449 0.290
N 5.010 2.845 0.445
C 1.713 2.668 -0.597
S 0.170 2.094 -1.152
C 1.969 4.014 -0.860
N 2.141 5.139 -1.060
O -2.345 0.075 -0.305
N -2.657 -1.069 0.207
C -3.797 -1.178 0.897
C -4.186 -2.354 1.492
C -3.342 -3.459 1.404
C -2.175 -3.350 0.680
C -1.819 -2.155 0.050
S -0.451 -1.986 -0.943
H -4.361 -0.260 0.963
H -5.115 -2.392 2.041
H -3.597 -4.384 1.905
H -1.481 -4.173 0.598
C 0.894 -0.425 8.742
C 0.500 -0.299 7.294
C -0.315 -1.250 6.691
C -0.692 -1.113 5.365
C -0.265 -0.027 4.628
C 0.556 0.919 5.210
C 0.930 0.786 6.536
S -0.751 0.082 2.890
O -2.198 -0.008 2.916
O -0.227 1.376 2.453
O -0.098 -1.087 2.302
H 0.698 -1.433 9.104
H 0.316 0.272 9.353
H 1.952 -0.198 8.877
H -0.652 -2.102 7.268
H -1.323 -1.836 4.872
H 0.885 1.751 4.606
H 1.566 1.532 6.994
```

Output
LUMO level (spin up / spin down): 0.154 / 0.154 Eh
E: -76251.1680 eV
net charge: -2
E_HOMO (spin up / spin down): -1.128 / -1.125 eV
ΔE to the lowest compared entry with this formula, charge and spin: 42.6 kcal/mol
gap between HOMO and LUMO (spin up / spin down): 5.3 / 5.3 eV

=====

# 2
Computed, not measured: C43H34F9N5O4PTe2Zr as an isolated structure in a non-equilibrium geometry, with wB97M-V/def2-TZVPD.

The geometry in XYZ format:
```
99
Properties=species:S:1:pos:R:3
Zr -0.471 0.071 0.334
O -1.952 -1.618 3.090
C -1.107 -0.836 2.650
N -1.349 0.531 2.277
C -2.490 0.735 1.579
O -3.234 -0.137 1.093
C -2.645 2.086 0.927
C -3.600 3.057 1.143
C -3.724 4.049 0.180
C -2.933 4.001 -0.959
C -1.988 2.998 -1.080
N -1.813 2.083 -0.123
C 0.276 -1.214 2.405
C 0.710 -2.537 2.740
C 2.024 -2.836 2.625
C 2.933 -1.838 2.162
C 2.441 -0.633 1.780
N 1.119 -0.300 1.851
H -4.238 3.014 2.014
H -4.455 4.838 0.304
H -3.039 4.729 -1.751
H -1.349 2.935 -1.947
H -0.027 -3.224 3.130
H 2.389 -3.812 2.917
H 3.999 -2.012 2.131
H 3.102 0.143 1.420
C 2.931 -4.261 -1.126
O 1.798 -3.534 -0.625
C 1.471 -2.365 -1.146
O 0.658 -1.665 -0.561
N 2.011 -2.046 -2.346
N 1.542 -0.894 -2.994
H 3.156 -5.002 -0.366
H 3.784 -3.595 -1.254
H 2.674 -4.767 -2.058
H 2.359 -2.806 -2.912
H 0.684 -1.101 -3.491
H 2.264 -0.571 -3.623
C -4.383 -2.666 0.362
Te -2.286 -2.593 0.127
C -2.487 -4.332 -1.102
C -3.923 -4.771 -0.939
C -4.350 -5.978 -1.490
C -5.660 -6.393 -1.338
C -6.557 -5.606 -0.624
C -6.140 -4.410 -0.071
C -4.823 -3.980 -0.228
H -4.769 -1.789 -0.154
H -4.574 -2.561 1.428
H -1.783 -5.086 -0.749
H -2.227 -4.041 -2.117
H -3.649 -6.596 -2.038
H -5.984 -7.332 -1.766
H -7.581 -5.932 -0.496
H -6.837 -3.800 0.490
F 8.316 2.035 -0.944
C 7.475 1.470 -1.825
F 7.838 0.186 -1.975
F 7.660 2.085 -3.008
C 6.043 1.599 -1.374
C 5.580 2.848 -0.974
C 4.263 2.999 -0.586
C 3.399 1.900 -0.583
C 3.876 0.661 -0.984
C 5.198 0.504 -1.381
P 1.640 2.114 -0.147
C 1.179 3.372 -1.388
C 1.053 4.734 -1.138
C 0.677 5.598 -2.157
C 0.448 5.107 -3.433
C 0.618 3.757 -3.707
C 0.980 2.897 -2.685
C -0.040 6.043 -4.508
F -1.378 6.203 -4.427
F 0.233 5.579 -5.737
F 0.512 7.260 -4.394
C 1.639 2.962 1.461
C 2.713 2.863 2.337
C 2.623 3.380 3.623
C 1.455 3.993 4.036
C 0.370 4.096 3.173
C 0.462 3.577 1.897
C 1.326 4.575 5.419
F 0.219 4.120 6.032
F 2.378 4.276 6.194
F 1.225 5.918 5.368
H 6.250 3.698 -0.971
H 3.903 3.976 -0.287
H 3.216 -0.194 -0.978
H 5.569 -0.465 -1.687
H 1.233 5.135 -0.151
H 0.567 6.656 -1.957
H 0.459 3.384 -4.710
H 1.085 1.836 -2.889
H 3.634 2.384 2.031
H 3.461 3.299 4.300
H -0.546 4.570 3.502
H -0.395 3.649 1.241
Te -2.086 -0.846 -2.003
```

Output
LUMO level: -0.114 Eh
E: -110393.5848 eV
net charge: +1
E_HOMO: -8.497 eV
ΔE to the lowest compared entry with this formula, charge and spin: 113.9 kcal/mol
gap between HOMO and LUMO: 5.4 eV

=====

# 3
Computed, not measured: C5H9NO as an isolated structure in a non-equilibrium geometry, with wB97M-V/def2-TZVPD.

The geometry in XYZ format:
```
16
Properties=species:S:1:pos:R:3
C -0.478 0.667 -1.646
C -1.272 -1.004 1.085
C 0.968 0.152 0.704
C 0.937 -0.070 -1.212
C -0.289 0.099 1.248
O 1.908 0.984 1.273
N 1.384 -0.798 -0.230
H 2.743 0.501 1.159
H 1.543 -0.090 -2.128
H -0.540 0.858 1.986
H -1.172 1.061 -0.906
H -0.151 1.546 -2.204
H -1.011 -0.022 -2.302
H -1.301 -1.586 2.013
H -0.999 -1.691 0.280
H -2.270 -0.609 0.880
```

Output
LUMO level: 0.015 Eh
E: -8865.0849 eV
net charge: 0
E_HOMO: -7.789 eV
ΔE to the lowest compared entry with this formula, charge and spin: 95.2 kcal/mol
gap between HOMO and LUMO: 8.2 eV